[1]
Density functional theory data (the ωB97M-V functional and the def2-TZVPD basis) for a 2-piece molecular cluster, C7H14O overall in a non-equilibrium geometry.

For the molar mass, the calculation gives 114.188 g/mol. The multiplicity is 1. The gap between HOMO and LUMO comes out at 10.368 eV. The highest occupied orbital energy comes out at -9.6 eV. For the relative energy (zero: lowest compared OMol25 entry of this formula, charge and spin), the calculation gives 46.32 kcal per mole. The largest force on an atom is 3.01 eV/A. The SMILES is C=CCC(=C)CC.O.

Positions of all 22 atoms, in Å:
C 2.0424 -0.0827 1.2044
C 1.5079 0.0183 -0.2248
C 0.1280 0.5872 -0.2773
C -0.2476 1.8295 -0.6223
C -1.1074 -0.2800 0.1710
C -1.1957 -0.4411 1.6432
C -1.7486 -1.4579 2.3038
H 2.2173 0.9177 1.5898
H 1.2890 -0.5185 1.8642
H 2.9653 -0.6600 1.2111
H 1.3880 -0.9540 -0.7133
H 2.2293 0.6684 -0.7187
H -1.2117 2.2141 -0.3315
H 0.4252 2.4806 -1.1663
H -0.9192 -1.1780 -0.4298
H -2.0518 0.2010 -0.0956
H -0.8546 0.3627 2.2968
H -1.7432 -1.5673 3.3760
H -2.1871 -2.2679 1.7280
H 0.5719 -0.8678 -3.3021
H -0.1992 0.2829 -2.6527
O 0.1851 -0.0079 -3.4942



[2]
Density functional theory data (the ωB97M-V functional and the def2-TZVPD basis) for the molecule C7H14O in a non-equilibrium geometry.

For the molar mass, the calculation gives 114.188 g/mol. The multiplicity is 1. The gap between HOMO and LUMO (alpha / beta) comes out at 7.729 / 6.753 eV. The highest occupied orbital energy (alpha / beta) comes out at -6.8 / -6.1 eV. For the relative energy (zero: lowest compared OMol25 entry of this formula, charge and spin), the calculation gives 105.76 kcal per mole. The largest force on an atom is 2.62 eV/A.

Positions of all 22 atoms, in Å:
C -0.5815 0.8844 0.9565
C 1.8499 0.0407 -1.0752
C -1.1908 -1.5303 0.8536
C 0.3921 1.9869 1.0891
C -1.2346 0.3438 -0.9903
C 0.9363 -0.8140 -0.2612
C -0.3075 -0.4007 0.3158
O 0.9530 -2.1089 -0.8206
H 0.8219 -2.7641 -0.1279
H -1.5182 0.9543 1.4897
H 1.9156 1.0668 -0.7238
H 1.5290 0.0683 -2.1316
H 2.8562 -0.3847 -1.0746
H -0.7177 -1.9848 1.7265
H -2.1629 -1.1479 1.1653
H -1.3594 -2.3029 0.1041
H 1.3431 1.5965 1.4916
H 0.0140 2.7637 1.7546
H 0.6563 2.4763 0.1415
H -1.2332 -0.5276 -1.6561
H -2.2621 0.6212 -0.7718
H -0.6995 1.1631 -1.4552



[3]
Density functional theory data (the ωB97M-V functional and the def2-TZVPD basis) for the molecule C7H14O in a non-equilibrium geometry.

For the molar mass, the calculation gives 114.188 g/mol. The multiplicity is 1. The gap between HOMO and LUMO comes out at 10.431 eV. The highest occupied orbital energy comes out at -9.5 eV. For the relative energy (zero: lowest compared OMol25 entry of this formula, charge and spin), the calculation gives 35.97 kcal per mole. The largest force on an atom is 3.58 eV/A. The SMILES is CCC[C@@H](C)C(C)=O.

Positions of all 22 atoms, in Å:
C 1.0202 -1.5887 0.7087
C 0.5032 -1.5550 -0.7144
C 0.2904 -0.1704 -1.2049
C -0.7757 0.6529 -0.4501
C -2.0650 -0.1258 -0.2504
C -0.3799 1.2363 0.8440
C 0.9758 2.0442 0.8410
H 1.6156 -2.5848 0.8490
H 0.1106 -1.5408 1.3675
H 1.6909 -0.5573 0.8880
H -0.3672 -2.1778 -0.7769
H 1.1999 -1.9994 -1.4669
H -0.1101 -0.2866 -2.2086
H 1.3203 0.3978 -1.0538
H -0.8472 1.5812 -1.1137
H -1.8615 -0.9386 0.4775
H -2.3422 -0.5437 -1.2215
H -3.0122 0.4117 0.1626
H 1.0402 2.9240 1.5360
H 1.3760 2.3932 -0.2129
H 1.7493 1.2996 1.2141
O -1.1316 1.1280 1.7858



[4]
Density functional theory data (the ωB97M-V functional and the def2-TZVPD basis) for the molecule C7H14O in a non-equilibrium geometry.

For the molar mass, the calculation gives 114.188 g/mol. The multiplicity is 1. The gap between HOMO and LUMO comes out at 9.669 eV. The highest occupied orbital energy comes out at -8.8 eV. For the relative energy (zero: lowest compared OMol25 entry of this formula, charge and spin), the calculation gives 35.43 kcal per mole. The largest force on an atom is 1.44 eV/A. The SMILES is C/C=C/CCCCO.

Positions of all 22 atoms, in Å:
C -1.3443 1.5267 -0.5636
O -1.8794 0.3906 0.0963
C -0.1246 1.1466 -1.4284
C -0.0348 -0.3251 -1.9079
C 0.0757 -1.3858 -0.7943
C 1.3050 -0.2564 2.7127
C 0.5715 -1.0033 1.6224
C 0.9013 -0.8525 0.3510
H -0.9320 2.1490 0.2067
H -2.0766 2.0547 -1.1624
H -2.8168 0.3253 -0.0668
H -0.0632 1.7957 -2.3086
H 0.8476 1.3517 -0.9752
H 0.8697 -0.4489 -2.5081
H -0.8878 -0.4302 -2.5837
H 0.6062 -2.2919 -1.1174
H -0.8815 -1.7856 -0.4673
H 2.0897 0.3579 2.2764
H 1.7034 -0.9329 3.4702
H 0.6212 0.4334 3.1986
H -0.3757 -1.4506 1.8986
H 1.8254 -0.3685 0.0509



[5]
Density functional theory data (the ωB97M-V functional and the def2-TZVPD basis) for an isolated ion of composition C7H14O and charge +1 in a non-equilibrium geometry.

For the molar mass, the calculation gives 114.188 g/mol. As for the expectation value of S²: 0.753. The multiplicity is 2. The gap between HOMO and LUMO (alpha / beta) comes out at 9.238 / 5.743 eV. The highest occupied orbital energy (alpha / beta) comes out at -14.0 / -14.0 eV. For the relative energy (zero: lowest compared OMol25 entry of this formula, charge and spin), the calculation gives 30.58 kcal per mole. The largest force on an atom is 2.34 eV/A. As for the charge: +1.

Positions of all 22 atoms, in Å:
C -1.9962 -0.1500 0.4384
O -2.8897 0.1542 -0.6190
C -1.2931 -1.4180 -0.0130
C 0.1463 -1.4779 0.4488
C 0.9781 -0.3906 -0.1405
C 1.1768 -0.3375 -1.5130
C 1.6315 0.5883 0.7564
C 1.2830 2.0311 0.2748
H -1.2603 0.6797 0.6166
H -2.6262 -0.3402 1.3171
H -3.1179 1.0888 -0.6901
H -1.9421 -2.2883 0.0989
H -1.3283 -1.6209 -1.1018
H 0.2252 -1.4801 1.5315
H 0.7555 -2.3818 0.1565
H 1.7056 0.3589 -2.1425
H 0.9375 -1.1524 -2.2026
H 1.3528 0.4341 1.7872
H 2.7124 0.5323 0.6243
H 1.4185 2.7566 1.0736
H 0.2602 2.1189 -0.0967
H 1.8705 2.2948 -0.6050



[6]
Density functional theory data (the ωB97M-V functional and the def2-TZVPD basis) for a 2-piece molecular cluster, C7H14O overall in a non-equilibrium geometry.

For the molar mass, the calculation gives 114.188 g/mol. As for the expectation value of S²: 0.757. The multiplicity is 2. The gap between HOMO and LUMO (alpha / beta) comes out at 10.171 / 5.583 eV. The highest occupied orbital energy (alpha / beta) comes out at -14.3 / -13.8 eV. For the relative energy (zero: lowest compared OMol25 entry of this formula, charge and spin), the calculation gives 28.41 kcal per mole. The largest force on an atom is 2.72 eV/A. As for the charge: +1.

Positions of all 22 atoms, in Å:
C -0.2380 2.9868 -0.1417
C -0.0614 1.5501 -0.6249
C -0.9411 0.8162 -1.2920
C 1.3244 1.0155 -0.2747
C 1.3194 -0.0323 0.7646
C 0.8713 -1.3029 0.5591
C 0.8568 -2.3715 1.5818
H -0.3835 3.0288 0.9448
H 0.6743 3.4925 -0.4523
H -1.1682 3.4500 -0.4626
H -1.9135 1.0583 -1.6828
H -0.5567 -0.1653 -1.5762
H 2.0195 1.8096 -0.0269
H 1.7195 0.6092 -1.2074
H 1.2677 0.3077 1.8011
H 0.4724 -1.6386 -0.3922
H 0.1735 -3.1955 1.3433
H 0.4071 -2.0562 2.5317
H 1.8569 -2.8064 1.7024
H -2.7695 -1.3003 -0.3411
H -2.1647 -2.6473 0.0575
O -2.2145 -2.0284 -0.6720



[7]
Density functional theory data (the ωB97M-V functional and the def2-TZVPD basis) for C7H14O2 as an isolated structure in a non-equilibrium geometry.

For the molar mass, the calculation gives 130.187 g/mol. The multiplicity is 1. The gap between HOMO and LUMO comes out at 8.293 eV. The highest occupied orbital energy comes out at -8.1 eV. For the relative energy (zero: lowest compared OMol25 entry of this formula, charge and spin), the calculation gives 95.89 kcal per mole. The largest force on an atom is 2.04 eV/A.

Positions of all 23 atoms, in Å:
C -1.3822 0.2414 -1.0667
C 1.0096 -0.3994 1.0466
C 0.0192 0.1315 -1.1685
C -2.0799 1.5735 -1.1509
C 1.5344 -1.7412 0.6049
C 1.9779 0.7585 0.9766
C -0.9088 -0.1900 0.6127
O -2.1445 -0.8224 -1.5157
O -1.4629 -1.2560 0.9348
H -2.2890 -1.3808 -0.7152
H 0.6361 -0.4943 2.0649
H -0.9620 0.7582 1.1510
H 0.6433 1.0120 -1.1531
H 0.4413 -0.7922 -1.5341
H -3.0428 1.5206 -0.6402
H -1.4808 2.3670 -0.6988
H -2.2647 1.8319 -2.1965
H 2.2626 -2.1181 1.3316
H 2.0404 -1.6981 -0.3634
H 0.7194 -2.4684 0.5636
H 1.4844 1.7150 1.1718
H 2.7613 0.6341 1.7331
H 2.4879 0.8172 0.0116



[8]
Density functional theory data (the ωB97M-V functional and the def2-TZVPD basis) for C7H14O3 as an isolated structure in a non-equilibrium geometry.

For the molar mass, the calculation gives 146.186 g/mol. The multiplicity is 1. The gap between HOMO and LUMO (alpha / beta) comes out at 7.961 / 7.962 eV. The highest occupied orbital energy (alpha / beta) comes out at -8.2 / -8.2 eV. For the relative energy (zero: lowest compared OMol25 entry of this formula, charge and spin), the calculation gives 79.20 kcal per mole. The largest force on an atom is 3.82 eV/A.

Positions of all 24 atoms, in Å:
C 0.1951 1.0211 0.7412
C 1.2637 1.0315 -0.1990
C 0.2606 -1.3286 -1.0669
C -0.5932 2.2926 0.9610
C -1.9052 0.1548 -0.9717
C 1.0705 -2.3330 -0.2748
C -0.8436 -0.4002 -0.0361
O 0.6139 0.4283 1.9458
O 2.4465 0.5548 0.1343
O -1.1987 -1.0765 0.9672
H -0.0889 -0.2654 2.0890
H 2.3164 0.2199 1.0588
H 1.2152 1.5075 -1.1677
H 0.8522 -0.8203 -1.8338
H -0.5157 -1.8560 -1.6239
H 0.0066 3.0323 1.4957
H -0.9228 2.7240 0.0132
H -1.4733 2.0730 1.5686
H -2.4560 -0.6670 -1.4291
H -2.6147 0.7555 -0.3983
H -1.4575 0.7641 -1.7605
H 1.9401 -1.8880 0.2145
H 1.4386 -3.1316 -0.9261
H 0.4500 -2.7926 0.4986



[9]
Density functional theory data (the ωB97M-V functional and the def2-TZVPD basis) for a 2-piece molecular cluster, C7H14O3S2 overall in a non-equilibrium geometry.

For the molar mass, the calculation gives 210.320 g/mol. The multiplicity is 1. The gap between HOMO and LUMO (alpha / beta) comes out at 7.507 / 7.963 eV. The highest occupied orbital energy (alpha / beta) comes out at -7.6 / -7.6 eV. For the relative energy (zero: lowest compared OMol25 entry of this formula, charge and spin), the calculation gives 102.98 kcal per mole. The largest force on an atom is 6.12 eV/A.

Positions of all 26 atoms, in Å:
C -2.2026 -0.5163 -0.0620
C -3.1348 -0.2090 -1.1402
C 0.3797 -3.0398 -0.2170
C -0.8963 2.3120 0.6996
C 3.4852 1.1733 -0.1772
C -0.3594 -1.9241 0.4234
C 0.9212 0.4146 0.4887
O -2.4179 -0.3847 1.1227
O 3.0138 -1.2997 0.4885
O -1.2208 -1.4023 -0.5348
S -0.2329 1.1586 -0.5600
S 2.3445 -0.3038 -0.3853
H -3.4825 0.8292 -1.1100
H -3.8712 -0.8960 -1.2054
H -2.5839 -0.1285 -2.1738
H 1.3992 -2.8686 0.0467
H 0.1588 -4.0623 0.2001
H 0.2683 -3.1875 -1.2117
H -1.7744 1.7923 1.0452
H -1.2042 3.2193 0.2623
H -0.2732 2.5005 1.5683
H 3.5139 1.6254 0.7688
H 3.2721 2.0949 -0.9142
H 4.5988 0.9727 -0.3991
H -0.7329 -1.9405 1.3729
H 0.9872 0.5262 1.5045



[10]
Density functional theory data (the ωB97M-V functional and the def2-TZVPD basis) for a 2-piece molecular cluster, C7H14O5 overall in a non-equilibrium geometry.

For the molar mass, the calculation gives 178.184 g/mol. As for the expectation value of S²: 0.754. The multiplicity is 2. The gap between HOMO and LUMO (alpha / beta) comes out at 5.340 / 3.518 eV. The highest occupied orbital energy (alpha / beta) comes out at -2.2 / -2.2 eV. For the relative energy (zero: lowest compared OMol25 entry of this formula, charge and spin), the calculation gives 20.42 kcal per mole. The largest force on an atom is 5.49 eV/A. As for the charge: -1.

Positions of all 26 atoms, in Å:
O 2.1428 0.1216 2.0612
C 1.3850 -0.3368 1.2460
C 0.4490 -1.5052 1.4368
O -0.3540 -1.6611 0.3061
C 0.0571 -2.7951 -0.4316
C -0.2391 -2.5983 -1.9101
O 0.7219 -2.4503 -2.8600
H 1.7834 -0.6968 0.2010
H 1.0735 -2.2897 1.9057
H -0.4458 -1.7309 2.1784
H -0.1268 -3.7662 0.0636
H 1.2045 -2.8785 -0.6510
H -0.9104 -3.4680 -2.1561
H -0.9629 -1.6007 -1.9946
O 1.5145 2.0579 -1.3451
C 1.1057 2.9478 -0.3978
C -0.3570 2.8585 -0.0105
O -0.6084 1.6133 0.5833
C -1.9680 1.2559 0.5809
H 1.3671 3.9738 -0.7289
H 1.7460 2.7963 0.5002
H -0.9652 3.0319 -0.9184
H -0.6112 3.6664 0.7009
H -2.0358 0.1810 0.7840
H -2.5307 1.9098 1.2700
H -2.4354 1.3634 -0.4139



[11]
Density functional theory data (the ωB97M-V functional and the def2-TZVPD basis) for the molecule C7H14OS in a non-equilibrium geometry.

For the molar mass, the calculation gives 146.255 g/mol. The multiplicity is 1. The gap between HOMO and LUMO comes out at 9.374 eV. The highest occupied orbital energy comes out at -8.7 eV. For the relative energy (zero: lowest compared OMol25 entry of this formula, charge and spin), the calculation gives 59.66 kcal per mole. The largest force on an atom is 5.35 eV/A.

Positions of all 23 atoms, in Å:
C -0.1259 -0.8509 0.5228
C 1.1917 0.0389 -0.0590
C -1.1343 0.0839 -0.0871
C 1.9110 -0.6666 -1.1835
C 2.0354 0.5751 1.0701
C -2.1046 0.7303 1.0014
C -1.8917 -0.6985 -1.1665
O 0.0846 2.5806 -0.2868
S 0.0426 1.2683 -0.9048
H -0.2225 -1.7916 0.0129
H 0.0612 -0.9706 1.5811
H 2.6506 -0.0445 -1.8115
H 1.4104 -1.2171 -1.8987
H 2.7000 -1.3348 -0.6754
H 3.0278 0.8968 0.8990
H 2.1044 -0.1093 1.8519
H 1.5779 1.4298 1.5258
H -2.8395 1.5478 0.4925
H -1.4217 1.1787 1.7598
H -2.7394 -0.0588 1.5113
H -1.1300 -1.0131 -1.7924
H -2.7372 0.0048 -1.4881
H -2.4507 -1.5794 -0.8750



What is the formula in the tenth record?
C7H14O5